Here is a 4-piece molecular cluster, C26H33F24INO5 overall from OMol25. Energies are from wB97M-V/def2-TZVPD.

Last column: Mulliken spin population.
Geometry (Å):
C -1.989 2.420 0.376  -0.0001
O -1.408 1.311 -0.304  0.0002
C -1.400 1.434 -1.715  -0.0006
C -0.094 0.857 -2.316  0.0032
I -0.723 0.053 -4.266  0.0006
C 0.478 -0.325 -1.519  0.0197
C 1.662 -0.082 -0.556  0.0225
C 1.208 0.115 0.917  0.0349
C 2.513 -1.362 -0.613  0.0152
N 2.542 1.027 -0.992  0.3583
O 3.571 1.210 -0.254  0.5415
C 1.939 2.259 -1.538  0.0080
C 3.063 3.094 -2.175  0.0000
C 1.307 3.106 -0.433  0.0540
C 0.950 1.930 -2.653  0.0157
H -3.077 2.408 0.319  0.0000
H -1.667 2.349 1.414  -0.0001
H -1.583 3.349 -0.023  0.0002
H -2.253 0.885 -2.119  -0.0001
H -1.530 2.474 -2.020  0.0009
H 0.781 -1.089 -2.229  -0.0159
H -0.312 -0.769 -0.924  -0.0037
H 1.637 1.016 1.347  0.0027
H 1.556 -0.717 1.523  -0.0091
H 0.127 0.169 0.987  -0.0050
H 2.947 -1.460 -1.609  -0.0132
H 1.878 -2.227 -0.437  0.0007
H 3.324 -1.315 0.107  0.0012
H 2.614 3.876 -2.786  0.0006
H 3.668 2.460 -2.821  -0.0054
H 3.695 3.538 -1.414  0.0009
H 0.996 4.065 -0.842  -0.0006
H 0.478 2.608 0.058  -0.0181
H 2.062 3.308 0.328  -0.0045
H 1.538 1.565 -3.494  -0.0023
H 0.456 2.845 -2.969  -0.0020
C 5.346 -6.129 -3.245  0.0000
C 5.875 -6.237 -4.684  0.0000
C 6.636 -5.038 -5.257  0.0000
F 5.847 -3.947 -5.328  0.0000
F 7.045 -5.350 -6.508  0.0000
F 4.880 -6.597 -5.522  0.0000
F 6.792 -7.249 -4.664  0.0000
O 3.980 -5.804 -3.065  0.0000
C 3.543 -4.510 -2.967  0.0002
C 2.533 -4.174 -4.069  -0.0001
F 3.086 -4.334 -5.286  0.0000
F 2.159 -2.880 -3.935  -0.0008
F 4.555 -3.621 -2.932  0.0002
F 2.867 -4.403 -1.798  0.0000
H 5.424 -7.141 -2.853  0.0000
H 5.993 -5.502 -2.631  0.0000
H 7.513 -4.813 -4.644  0.0000
H 1.656 -4.819 -3.982  0.0000
C -2.903 5.621 5.448  0.0000
C -4.316 5.159 5.839  0.0000
C -4.667 3.682 5.635  0.0000
F -4.610 3.339 4.330  0.0000
F -5.930 3.479 6.071  0.0000
F -5.243 5.940 5.247  0.0000
F -4.405 5.350 7.187  0.0000
O -2.742 6.267 4.198  0.0000
C -2.479 5.580 3.045  0.0000
C -3.570 5.807 1.992  0.0000
F -4.768 5.398 2.447  0.0000
F -3.257 5.075 0.894  0.0000
F -2.268 4.265 3.260  -0.0001
F -1.342 6.088 2.517  0.0000
H -2.663 6.398 6.171  0.0000
H -2.171 4.824 5.586  0.0000
H -3.989 3.044 6.209  0.0000
H -3.623 6.865 1.726  0.0000
C -2.398 -1.507 0.908  -0.0003
C -3.903 -1.727 0.715  0.0000
C -4.813 -1.519 1.927  0.0000
F -4.518 -2.393 2.912  0.0000
F -6.094 -1.725 1.544  0.0000
F -4.133 -2.940 0.168  0.0000
F -4.303 -0.781 -0.186  0.0000
O -1.582 -2.649 1.095  0.0002
C -1.338 -3.174 2.334  -0.0001
C -1.827 -4.623 2.438  0.0000
F -3.154 -4.692 2.218  0.0000
F -1.573 -5.075 3.688  0.0000
F -1.836 -2.412 3.328  0.0001
F 0.007 -3.222 2.493  0.0000
H -2.057 -1.098 -0.039  0.0003
H -2.197 -0.740 1.657  -0.0001
H -4.719 -0.498 2.306  0.0000
H -1.304 -5.246 1.709  0.0000

Calculated values
<S²>	0.754
LUMO (alpha / beta)	0.0075 / 0.0072	Ha
2S+1	2
highest occupied orbital energy (alpha / beta)	-8.283 / -9.480	eV
Kohn-Sham gap (alpha / beta)	8.5 / 9.7	eV



Here is C26H33FeO5 as an isolated structure from OMol25. Energies are from wB97M-V/def2-TZVPD.

Last column: Mulliken spin population.
Geometry (Å):
O -1.723 -2.086 -3.085  0.0017
C -1.898 -3.106 -2.005  -0.0069
C -0.812 -3.973 -2.542  -0.0011
H -2.921 -3.475 -2.009  -0.0002
H -1.645 -2.740 -1.005  0.0067
C -0.850 -3.035 -3.785  -0.0004
H -1.061 -5.019 -2.521  0.0001
H 0.113 -3.780 -1.976  0.0010
C -1.670 -3.226 -5.045  -0.0001
H -2.709 -3.382 -4.759  0.0000
H -1.333 -4.001 -5.725  0.0000
H -1.698 -2.232 -5.507  0.0000
C 0.561 -2.634 -4.101  0.0010
H 1.177 -2.498 -3.210  0.0005
H 0.642 -1.779 -4.773  0.0001
H 1.024 -3.478 -4.624  -0.0001
Fe -0.577 0.404 1.208  3.5867
C 1.620 -1.328 1.233  0.0287
C 1.105 -1.133 2.536  0.0761
C -0.275 -1.497 2.531  0.0211
H 1.689 -0.910 3.423  0.0010
C -0.617 -1.896 1.180  0.0692
C 0.579 -1.782 0.389  0.0779
H 0.668 -2.114 -0.645  -0.0114
H 2.664 -1.235 0.972  0.0005
H -0.914 -1.665 3.401  0.0009
H -1.567 -2.353 0.885  -0.0023
C 2.367 1.840 -0.264  0.0661
C 2.142 0.580 -0.861  0.1968
C 0.786 0.527 -1.315  0.2035
H 2.912 -0.172 -0.986  -0.0043
C 0.153 1.756 -0.958  0.0490
C 1.133 2.539 -0.262  0.3211
H 0.976 3.546 0.105  0.0008
H 3.328 2.228 0.075  0.0109
H 0.331 -0.255 -1.914  0.0716
H -0.859 2.064 -1.213  0.0156
O -2.225 0.294 0.306  0.0663
C -2.800 -0.078 -1.046  0.0158
C -4.312 0.047 -1.039  -0.0021
H -2.579 -1.128 -1.192  -0.0021
H -2.326 0.531 -1.823  0.0039
C -4.685 0.588 0.331  0.0011
H -4.744 -0.953 -1.155  0.0005
H -4.656 0.699 -1.853  0.0006
C -3.375 0.891 1.050  -0.0002
H -5.240 -0.165 0.897  0.0008
H -5.247 1.520 0.251  -0.0002
H -3.303 0.506 2.067  0.0166
H -3.144 1.956 1.028  0.0035
O 3.712 0.920 2.784  0.0030
C 3.576 2.265 3.006  -0.0030
C 4.665 3.127 3.162  0.0002
C 4.449 4.451 3.530  0.0004
C 3.146 4.958 3.692  -0.0005
C 2.045 4.112 3.510  0.0028
C 2.289 2.774 3.214  0.0057
C 1.069 1.897 3.147  -0.0159
O 0.588 1.400 4.169  0.0183
O 0.645 1.667 1.947  0.1028
H 4.673 0.755 2.778  -0.0004
H 5.660 2.710 3.071  0.0000
H 5.299 5.133 3.582  0.0000
H 2.980 5.972 4.070  0.0000
H 1.002 4.455 3.667  0.0003

Calculated values
<S²>	8.782
energy above the lowest of the compared OMol25 structures with the same formula, charge and spin	27.32	kJ/mol
LUMO (alpha / beta)	0.0115 / -0.0374	Ha
2S+1	6
highest occupied orbital energy (alpha / beta)	-6.934 / -7.290	eV
Kohn-Sham gap (alpha / beta)	7.2 / 6.3	eV



Here is C26H33N11S3SiW as an isolated structure from OMol25. Energies are from wB97M-V/def2-TZVPD.

Last column: Löwdin charge in e.
Geometry (Å):
W -0.718 0.841 -0.160  1.0750
N -3.998 0.976 3.061  0.1070
C -3.287 0.823 1.929  -0.8902
S -2.926 2.239 0.983  0.6665
N -2.973 -0.359 1.504  -0.0432
N -2.251 -0.428 0.348  -0.2402
C -2.769 -1.289 -0.534  -0.1293
C -2.115 -1.461 -1.757  -0.2817
C -2.677 -2.188 -2.833  -0.0055
C -2.025 -2.227 -4.033  -0.0514
C -0.764 -1.617 -4.128  -0.0336
C -0.256 -0.953 -3.036  -0.1554
N -0.913 -0.810 -1.875  0.0043
H -4.066 1.902 3.449  0.0899
H -4.062 0.189 3.686  0.1074
H -3.685 -1.810 -0.281  0.1350
H -3.626 -2.676 -2.686  0.1175
H -2.453 -2.731 -4.887  0.1114
H -0.194 -1.668 -5.040  0.1091
H 0.731 -0.515 -3.096  0.1020
N -3.629 2.134 -3.183  0.0623
C -3.439 1.620 -1.965  -0.1518
N -2.146 1.477 -1.747  -0.0420
C -1.558 1.936 -2.908  -0.2986
N -2.455 2.343 -3.800  0.1523
C -0.147 1.928 -2.985  -0.1969
C 0.570 2.342 -4.114  -0.0621
N 1.875 2.335 -4.183  0.1144
C 2.516 1.941 -3.053  -0.0660
C 1.859 1.540 -1.923  -0.1357
N 0.503 1.483 -1.832  -0.1636
H -4.490 2.400 -3.634  0.1701
H -4.231 1.381 -1.282  0.1093
H 0.020 2.676 -4.983  0.1267
H 3.595 1.965 -3.095  0.1206
H 2.398 1.245 -1.039  0.0680
S -0.413 1.052 2.359  0.6780
C -0.442 2.766 2.702  -0.6878
C -0.749 3.129 4.023  -0.2710
N -1.070 3.399 5.092  0.1790
C -0.226 3.698 1.727  -0.7269
S 0.049 3.214 0.080  0.6720
C -0.209 5.081 1.975  -0.2783
N -0.188 6.217 2.131  0.1768
C 2.044 -1.735 -0.922  -0.2159
Si 1.183 -0.863 0.592  0.6888
C 0.553 -2.496 1.577  -0.6142
C -0.277 -2.130 2.810  -0.1351
C 1.696 -3.417 2.017  -0.0982
C -0.335 -3.339 0.655  -0.1042
C 2.780 -0.088 1.605  -0.6088
C 4.071 -0.796 1.184  -0.1130
C 2.653 -0.231 3.126  -0.1244
C 2.979 1.413 1.337  -0.1286
H 2.751 -2.471 -0.561  0.0192
H 2.588 -1.048 -1.560  0.0065
H 1.332 -2.261 -1.547  -0.0006
H 0.270 -1.484 3.488  0.0454
H -0.558 -3.028 3.360  0.0844
H -1.196 -1.620 2.524  0.0278
H 2.371 -2.938 2.715  0.0520
H 2.273 -3.760 1.165  0.0689
H 1.289 -4.296 2.516  0.0843
H -1.218 -2.791 0.344  0.0392
H -0.671 -4.232 1.180  0.0869
H 0.204 -3.658 -0.231  0.0689
H 4.013 -1.865 1.357  0.0651
H 4.905 -0.407 1.764  0.0854
H 4.287 -0.630 0.133  0.0653
H 2.667 -1.267 3.445  0.0545
H 1.745 0.236 3.497  0.0249
H 3.498 0.263 3.606  0.0820
H 3.498 1.596 0.401  0.0597
H 3.601 1.849 2.117  0.0864
H 2.036 1.960 1.333  0.0041

Calculated values
energy above the lowest of the compared OMol25 structures with the same formula, charge and spin	0.00	kJ/mol
LUMO	-0.0722	Ha
highest occupied orbital energy	-6.623	eV
Kohn-Sham gap	4.7	eV



Here is a 2-piece molecular cluster, C26H33N2O4S overall from OMol25. Energies are from wB97M-V/def2-TZVPD.

Last column: natural (NBO) charge in e.
Geometry (Å):
C 2.477 2.188 -1.175  -0.5933
C 1.246 2.331 -1.919  0.0547
C 0.430 3.342 -1.652  -0.0186
S -0.888 3.404 -2.830  0.5453
C -0.163 2.041 -3.597  -0.0716
N 0.776 1.707 -2.880  -0.3041
C 1.264 0.496 -3.228  -0.2237
C 0.530 -0.804 -3.115  -0.0555
C 0.739 -1.897 -3.883  -0.1754
C -0.254 -2.995 -3.955  -0.1193
C -1.380 -2.924 -2.884  0.0482
C -1.496 -1.749 -2.180  -0.1768
C -0.619 -0.703 -2.498  -0.2668
H -0.947 0.069 -1.603  0.2661
H -2.381 -1.760 -1.710  0.2360
N -2.436 -3.906 -3.058  0.4995
O -2.166 -4.891 -3.964  -0.4392
O -3.338 -3.838 -2.342  -0.2731
H -0.046 -4.006 -4.449  0.2800
H 1.402 -1.940 -4.477  0.1799
H 1.952 0.428 -4.162  0.2545
H 2.092 0.218 -2.307  0.2389
H -0.832 1.426 -4.075  0.2646
C 0.315 4.692 -0.579  -0.3718
H 1.567 4.401 0.130  0.2299
H 0.562 5.500 -1.194  0.2599
C -0.823 4.743 0.002  -0.1638
H -0.831 5.524 0.840  0.2705
H -1.791 4.685 -0.461  0.2508
O -0.944 3.691 1.155  -0.5393
C -1.169 2.371 0.996  0.8469
O -1.241 2.061 -0.256  -0.7097
C -1.419 1.610 2.199  -0.5401
H -1.141 2.392 2.887  0.2463
H -2.447 1.427 2.193  0.2587
C -0.568 0.256 2.455  0.1162
C 1.021 0.553 1.658  -0.4037
H 1.079 1.489 2.232  0.2149
C 1.702 -0.648 1.878  -0.2857
C 0.976 -1.740 1.266  -0.3731
H 1.480 -2.720 1.096  0.2421
H 0.740 -1.439 0.175  0.1895
C -0.357 -1.963 1.690  -0.1640
C -1.035 -3.132 0.852  -0.5352
H -0.979 -2.983 -0.020  0.1532
H -2.042 -3.517 1.213  0.2253
H -0.507 -4.176 0.978  0.2085
C -0.260 -2.461 2.993  -0.3620
C 0.578 -1.326 3.968  -0.2376
C 1.841 -0.897 3.426  -0.3617
H 2.526 -1.937 3.449  0.1883
H 2.401 -0.224 3.860  0.2122
C -0.314 -0.199 3.735  -0.4660
H -1.473 -0.166 4.115  0.2084
H -0.042 0.779 4.204  0.2079
H 0.369 -1.537 5.061  0.2458
H 0.480 -3.277 3.232  0.2313
H -1.209 -2.527 3.652  0.2238
C -1.218 -0.865 1.635  -0.3876
H -1.645 -0.632 0.466  0.1862
H -2.112 -1.030 1.884  0.2029
H 2.607 -0.494 1.382  0.2130
H 0.800 0.798 0.603  0.1985
H 2.709 3.183 -0.419  0.2512
H 2.517 1.312 -0.717  0.2223
H 3.334 2.187 -1.974  0.2464

Calculated values
energy above the lowest of the compared OMol25 structures with the same formula, charge and spin	2036.75	kJ/mol
LUMO	-0.1444	Ha
charge	+1
highest occupied orbital energy	-11.450	eV
Kohn-Sham gap	7.5	eV



Here is C26H33N6RhSi2 as an isolated structure from OMol25. Energies are from wB97M-V/def2-TZVPD.

Last column: natural (NBO) charge in e.
Geometry (Å):
Rh -0.979 0.410 0.446  0.8981
N -0.338 3.474 -2.794  -0.5151
C -0.681 3.035 -1.573  0.3762
N -1.064 1.813 -1.338  -0.6105
C -1.274 0.940 -2.401  0.4446
N -1.884 -0.198 -2.143  -0.3218
N -1.973 -0.577 -0.912  -0.2092
C -2.816 -1.539 -0.455  0.0747
C -3.250 -1.399 0.872  0.1222
C -4.134 -2.288 1.534  -0.1759
C -4.414 -2.094 2.865  -0.1176
C -3.881 -0.982 3.522  -0.2117
C -3.082 -0.100 2.806  0.0818
N -2.747 -0.313 1.545  -0.4793
C -0.866 1.325 -3.728  -0.1739
C -0.891 0.461 -4.825  -0.1190
C -0.403 0.887 -6.046  -0.1909
C 0.127 2.167 -6.195  -0.1208
C 0.145 3.047 -5.125  -0.2519
C -0.347 2.630 -3.897  0.2458
H -0.055 4.436 -2.942  0.4442
H -0.620 3.737 -0.752  0.2260
H -3.129 -2.355 -1.093  0.2460
H -4.554 -3.112 0.982  0.2495
H -5.047 -2.787 3.400  0.2553
H -4.086 -0.792 4.561  0.2551
H -2.717 0.813 3.266  0.2243
H -1.300 -0.528 -4.696  0.2513
H -0.425 0.220 -6.893  0.2470
H 0.521 2.483 -7.149  0.2485
H 0.538 4.050 -5.231  0.2370
C 2.219 1.327 -1.314  -1.1074
Si 2.068 -0.473 -0.667  1.6179
C 1.206 -1.609 -1.934  -1.1074
C 3.794 -1.181 -0.320  -1.0934
C 0.982 -0.396 0.939  -0.7618
C 1.159 0.800 1.770  0.1853
C 2.257 1.206 2.517  -0.2569
C 2.164 2.381 3.246  -0.1070
C 0.998 3.135 3.193  -0.2514
C -0.063 2.674 2.431  0.0592
N 0.026 1.534 1.759  -0.4983
Si 0.822 -1.995 2.071  1.6261
C -0.042 -1.448 3.685  -1.1072
C 2.544 -2.621 2.587  -1.0951
C -0.113 -3.285 1.034  -1.1051
H 3.258 1.553 -1.528  0.2634
H 1.864 2.066 -0.602  0.2227
H 1.670 1.450 -2.241  0.2253
H 1.584 -1.393 -2.929  0.2536
H 0.126 -1.511 -1.967  0.2304
H 1.427 -2.649 -1.726  0.2518
H 4.423 -1.033 -1.191  0.2627
H 3.752 -2.248 -0.136  0.2480
H 4.291 -0.715 0.522  0.2432
H 3.145 0.599 2.527  0.2431
H 2.991 2.703 3.858  0.2480
H 0.908 4.060 3.740  0.2511
H -0.988 3.233 2.361  0.2169
H 0.659 -0.946 4.349  0.2531
H -0.421 -2.316 4.218  0.2586
H -0.875 -0.772 3.523  0.2175
H 3.203 -1.820 2.905  0.2402
H 3.049 -3.182 1.808  0.2481
H 2.424 -3.291 3.434  0.2631
H -0.939 -2.871 0.462  0.2198
H -0.510 -4.065 1.674  0.2577
H 0.564 -3.762 0.332  0.2539

Calculated values
LUMO (alpha / beta)	-0.2873 / -0.2849	Ha
charge	+2
highest occupied orbital energy (alpha / beta)	-13.677 / -13.674	eV
Kohn-Sham gap (alpha / beta)	5.9 / 5.9	eV



Here is C26H33O5Pb as an isolated structure from OMol25. Energies are from wB97M-V/def2-TZVPD.

Last column: natural (NBO) charge in e.
Geometry (Å):
O -0.144 -0.069 -2.417  -0.5927
C 0.906 -0.503 -3.365  -0.0608
C 0.415 0.421 -4.467  -0.4614
H 0.817 -1.577 -3.579  0.1855
H 1.882 -0.235 -2.957  0.1965
C -0.715 0.783 -3.472  0.2797
H 0.190 -0.136 -5.383  0.2227
H 1.134 1.219 -4.667  0.2053
C -2.073 0.205 -3.799  -0.6296
H -2.013 -0.890 -3.788  0.2205
H -2.474 0.549 -4.768  0.1998
H -2.762 0.499 -3.001  0.2273
C -0.802 2.233 -3.045  -0.6334
H 0.178 2.680 -2.866  0.2219
H -1.382 2.345 -2.121  0.2401
H -1.321 2.828 -3.809  0.2017
Pb 0.233 -0.444 -0.052  1.4438
C 1.099 1.796 1.582  -0.3407
C 2.124 0.798 1.495  -0.3459
C 2.580 0.779 0.139  -0.4374
H 2.536 0.243 2.345  0.2315
C 1.910 1.810 -0.586  -0.3699
C 0.960 2.425 0.297  -0.3554
H 0.304 3.275 0.098  0.2041
H 0.538 2.054 2.475  0.2040
H 3.327 0.069 -0.244  0.2173
H 2.129 2.153 -1.601  0.1959
C -1.757 -0.480 1.933  -0.3644
C -2.162 0.711 1.258  -0.3130
C -2.577 0.365 -0.069  -0.3853
H -2.219 1.697 1.719  0.2050
C -2.413 -1.052 -0.213  -0.3992
C -1.920 -1.576 1.026  -0.3890
H -1.751 -2.633 1.265  0.2249
H -1.466 -0.522 2.987  0.2228
H -3.025 1.048 -0.798  0.1972
H -2.656 -1.628 -1.117  0.2098
O 0.722 -1.616 -7.319  -0.5416
C 0.231 -0.551 -8.185  -0.0766
C 0.418 -0.962 -9.667  -0.4332
H 0.827 0.370 -7.983  0.1694
H -0.823 -0.318 -7.916  0.1893
C 1.619 -1.901 -9.587  -0.4335
H 0.597 -0.079 -10.306  0.2176
H -0.471 -1.506 -10.016  0.2028
C 1.406 -2.576 -8.206  -0.0712
H 2.553 -1.328 -9.569  0.2037
H 1.648 -2.643 -10.404  0.2165
H 2.346 -2.904 -7.720  0.1921
H 0.767 -3.478 -8.344  0.1666
O 0.773 -0.360 3.698  -0.6602
C 0.858 -1.621 4.249  0.3937
C 0.672 -1.747 5.631  -0.3282
C 0.686 -3.028 6.160  -0.2015
C 0.871 -4.148 5.333  -0.2722
C 1.029 -4.001 3.966  -0.1475
C 1.078 -2.727 3.453  -0.2427
C 1.452 -2.890 1.984  0.8116
O 2.064 -3.958 1.731  -0.7142
O 1.081 -1.959 1.226  -0.8482
H 0.715 0.234 4.468  0.4660
H 0.491 -0.820 6.200  0.1953
H 0.550 -3.148 7.221  0.1993
H 0.939 -5.186 5.662  0.2007
H 1.248 -4.737 3.198  0.2672

Calculated values
LUMO	0.0788	Ha
charge	-1
highest occupied orbital energy	-3.955	eV
Kohn-Sham gap	6.1	eV



Record order is preserved below.
Calculated total energy: -4135.88649, -2650.23979, -3164.01067, -1818.19056, -2028.14245, -1579.49853 hartree
Record order is preserved below.
Max |F|: 0.91, 5.34, 2.82, 15.78, 3.99, 2.80 eV Å⁻¹